{
  "formula": "C6H6CaO2",
  "method": "the ωB97M-V functional and the def2-TZVPD basis",
  "elements": ["H", "H", "C", "Ca", "H", "C", "C", "O", "O", "H", "C", "H", "C", "H", "C"],
  "positions_angstrom": [[-2.140, 0.260, 0.847], [-0.268, 2.556, -1.294], [-1.574, 0.940, 0.210], [3.163, 1.443, 0.359], [-2.124, 1.760, -0.256], [-0.252, 0.774, -0.020], [-0.219, -2.347, -0.426], [1.838, -0.083, 0.935], [1.613, 2.032, -0.878], [-0.233, -2.015, 1.647], [-0.047, -1.583, 0.660], [-0.231, -1.951, -1.443], [0.619, -0.224, 0.798], [-0.547, -3.381, -0.318], [0.403, 1.819, -0.821]],
  "atomic_forces_ev_per_a": [[0.147, 0.228, 0.025], [0.084, -0.388, -0.294], [0.052, -0.386, -0.255], [2.181, 0.364, 0.496], [0.064, -0.286, -0.021], [1.295, 1.104, 1.599], [-0.754, 1.142, 0.068], [-1.152, -0.083, 1.436], [-0.509, -0.012, -0.638], [0.237, -0.359, -0.160], [0.834, -0.692, 2.400], [0.588, -0.121, 0.152], [-1.998, -1.470, -5.547], [0.068, 0.324, 0.113], [-1.138, 0.634, 0.628]],
  "nbo_charge": [0.257, 0.203, -0.063, 1.904, 0.247, -0.337, -0.254, -0.733, -0.753, 0.260, -0.373, 0.216, 0.669, 0.260, 0.496],
  "gap_ev": 8.492,
  "e_tot_ha": -1059.6763,
  "charge": 2,
  "de_lowest_kcal_mol": 0.0
}



{
  "formula": "C6H6Cl18",
  "method": "the ωB97M-V functional and the def2-TZVPD basis",
  "elements": ["Cl", "H", "Cl", "H", "Cl", "Cl", "Cl", "Cl", "Cl", "C", "Cl", "H", "C", "Cl", "C", "H", "Cl", "Cl", "Cl", "Cl", "H", "C", "Cl", "H", "C", "Cl", "Cl", "Cl", "C", "Cl"],
  "positions_angstrom": [[-0.052, 2.590, 0.257], [4.346, -0.070, 2.464], [3.253, 1.152, -4.713], [0.664, -0.647, -0.178], [2.456, 1.024, -1.809], [2.294, 0.751, 1.798], [-4.212, 2.636, 2.861], [3.241, -1.975, 1.776], [-1.748, 4.011, 3.704], [-1.119, 3.378, -0.854], [-0.331, -2.768, -0.337], [-1.660, 2.580, -1.362], [-1.186, -5.918, -1.486], [-1.301, -7.593, -0.913], [3.333, -0.448, 2.606], [-1.953, 2.074, 2.266], [-1.343, -0.290, -1.321], [-1.097, -0.668, 1.479], [0.331, -5.529, -2.408], [-2.604, -5.494, -2.428], [2.187, 2.793, -3.333], [2.087, 1.711, -3.421], [0.399, 1.222, -3.829], [-1.266, -5.219, -0.654], [-2.494, 2.441, 3.138], [3.034, -0.521, 4.357], [-2.356, 1.211, 4.444], [-2.384, 4.258, 0.031], [-0.355, -1.021, -0.077], [-0.165, 4.329, -2.059]],
  "atomic_forces_ev_per_a": [[0.660, -0.241, 0.633], [-0.201, -0.114, 0.175], [-1.307, 0.427, 1.325], [-0.107, 0.210, 0.307], [-0.122, 0.163, -0.751], [-0.214, 0.057, 0.091], [0.081, 0.231, -0.542], [-0.231, -0.414, 0.061], [-0.398, -1.122, -0.578], [-0.725, 0.129, -0.609], [0.328, 0.302, 0.011], [0.256, 0.318, -0.320], [0.001, 0.321, -0.019], [0.397, 0.672, -0.251], [0.710, 0.591, 0.352], [-0.233, 0.278, 0.122], [-0.295, 0.678, -0.461], [0.141, 0.284, -0.305], [-0.795, -0.472, 0.627], [-0.181, -0.060, -0.464], [-0.387, -0.211, -0.167], [0.946, -0.695, -0.412], [0.680, 0.078, 0.287], [0.527, -0.563, 0.114], [0.122, 0.359, 1.460], [-0.104, -0.119, -0.763], [0.456, 0.232, -0.481], [0.591, 0.160, -0.454], [0.164, -1.206, 0.290], [-0.761, -0.272, 0.724]],
  "lowdin_spin": [0.044, 0.000, 0.049, 0.006, 0.096, 0.010, 0.002, 0.001, 0.001, 0.003, 0.016, 0.001, 0.000, 0.000, 0.000, 0.001, 0.322, 0.155, 0.003, 0.000, 0.001, -0.008, 0.275, 0.000, 0.001, 0.001, 0.002, 0.010, 0.006, 0.002],
  "gap_ev": [9.701, 2.410],
  "multiplicity": 2,
  "e_tot_ha": -8515.2314,
  "charge": 1,
  "de_lowest_kcal_mol": 0.0
}



{
  "formula": "C6H6Cl2LuN2O3Tl",
  "method": "the ωB97M-V functional and the def2-TZVPD basis",
  "elements": ["O", "H", "N", "C", "C", "N", "Cl", "H", "H", "H", "O", "Lu", "H", "H", "C", "C", "Tl", "C", "C", "O", "Cl"],
  "positions_angstrom": [[6.854, -3.726, -4.630], [-3.742, 0.753, 3.333], [-3.177, 1.769, 1.619], [6.148, -4.396, -2.325], [5.960, -3.502, -3.889], [-1.048, 0.604, 1.161], [3.758, -2.309, -0.134], [-3.308, 3.395, 0.310], [-4.566, 0.278, 1.783], [-4.986, 1.839, 2.616], [-0.047, 1.570, -1.752], [4.061, -3.068, -2.292], [-2.552, 3.797, 1.782], [-4.351, 3.429, 1.786], [-4.179, 1.098, 2.390], [0.447, 1.173, -0.791], [1.380, -0.999, 0.634], [-3.366, 3.188, 1.388], [-2.010, 1.227, 1.342], [7.169, -5.013, -2.305], [1.557, -1.108, -2.024]],
  "atomic_forces_ev_per_a": [[-5.368, 1.521, 3.956], [0.033, -0.322, -0.052], [0.227, 1.888, 0.359], [6.992, -6.180, 3.880], [4.945, 0.922, -7.997], [-0.683, 0.265, 0.434], [1.332, -0.538, 0.787], [-0.221, -0.127, -0.132], [-0.110, -0.374, 0.203], [0.660, -0.884, -0.234], [1.534, -1.126, 3.460], [-0.408, 0.072, -0.727], [0.161, -0.084, 0.492], [0.351, 0.414, -0.163], [-1.334, 0.209, 0.510], [-1.255, 1.818, -3.790], [-0.755, 0.638, -0.264], [-0.433, 0.355, -0.730], [0.552, -1.393, 0.027], [-6.653, 3.863, 0.243], [0.430, -0.938, -0.264]],
  "nbo_charge": [-0.140, 0.301, -0.070, 0.269, 0.279, -0.281, -0.553, 0.303, 0.299, 0.287, -0.388, 2.242, 0.304, 0.281, -0.445, 0.457, 1.266, -0.445, 0.502, -0.144, -0.323],
  "gap_ev": [8.275, 5.514],
  "e_tot_ha": -2894.0102,
  "charge": 4,
  "de_lowest_kcal_mol": 29.1
}



{
  "formula": "C6H6Cl2N2O",
  "method": "the ωB97M-V functional and the def2-TZVPD basis",
  "elements": ["C", "H", "Cl", "O", "N", "C", "H", "N", "C", "H", "H", "C", "Cl", "C", "C", "H", "H"],
  "positions_angstrom": [[1.957, 0.531, -0.166], [-0.098, -0.755, 1.564], [4.324, -0.506, -0.155], [3.448, 1.478, 1.326], [0.175, -0.442, -1.090], [-2.384, -0.884, -0.772], [-2.867, -0.178, -1.388], [1.308, -0.483, -0.452], [3.117, 0.667, 0.547], [-2.161, -1.713, -1.493], [-1.723, -0.154, 1.824], [-0.518, 0.663, -1.354], [0.837, 2.143, -0.661], [-1.103, -0.154, -0.299], [-0.867, -0.014, 1.189], [-0.484, 1.000, 1.323], [-2.964, -1.199, 0.057]],
  "atomic_forces_ev_per_a": [[-0.659, 0.284, -1.588], [-0.683, 0.826, -0.702], [0.150, -0.022, 0.173], [0.416, 1.702, 1.787], [-2.467, 0.389, -1.663], [2.204, -0.572, -0.857], [-1.176, 0.838, -0.403], [1.136, -2.796, 1.714], [1.842, -1.035, -1.001], [0.030, 0.421, 0.961], [-0.674, 0.021, -0.199], [2.428, 2.051, -0.102], [-1.324, 0.681, -0.134], [-1.946, -2.517, 0.954], [1.243, 0.298, -0.077], [0.105, -0.184, 0.570], [-0.624, -0.384, 0.569]],
  "lowdin_spin": [0.308, 0.010, 0.026, 0.179, 0.214, 0.007, 0.004, 0.147, 0.134, 0.004, 0.000, 0.448, 0.324, 0.167, 0.022, 0.008, -0.001],
  "gap_ev": [6.622, 7.868],
  "multiplicity": 3,
  "e_tot_ha": -1337.0699,
  "de_lowest_kcal_mol": 69.3
}



{
  "formula": "C6H6ClF2O6Pd",
  "method": "the ωB97M-V functional and the def2-TZVPD basis",
  "elements": ["C", "H", "F", "Cl", "H", "O", "O", "O", "C", "H", "O", "C", "Pd", "H", "F", "H", "C", "O", "C", "C", "H", "O"],
  "positions_angstrom": [[-1.064, 3.047, 3.629], [1.732, -4.150, -1.205], [0.537, 3.608, 0.912], [-0.725, -0.587, 0.105], [-1.722, 3.680, 1.059], [0.072, 3.250, 3.073], [-1.408, 3.187, 4.811], [-1.822, 2.484, 2.737], [1.829, -2.011, -1.972], [0.524, -3.063, -0.738], [0.242, -3.634, -2.663], [0.269, -2.582, -3.540], [-2.686, -1.710, 0.956], [1.790, -1.182, -1.265], [3.101, -2.187, -2.212], [-1.753, 2.083, 0.629], [0.073, 2.726, 1.772], [-0.507, -2.390, -4.486], [-1.390, 2.714, 1.440], [1.109, -3.353, -1.611], [0.572, 1.759, 1.702], [1.228, -1.689, -3.134]],
  "atomic_forces_ev_per_a": [[0.784, -1.834, -4.681], [0.188, -0.319, -1.207], [2.031, 0.866, -0.291], [-0.686, -0.392, 0.275], [0.206, 0.524, 0.553], [2.249, 1.684, 3.058], [-0.324, 0.557, 1.452], [-4.945, -1.046, 3.104], [0.467, -2.225, 2.629], [-0.633, -0.207, -0.107], [-1.501, 1.318, -4.076], [4.235, -0.767, 6.171], [0.619, 0.325, -0.268], [-0.775, -0.117, 0.079], [2.035, -0.465, -0.575], [0.049, -1.103, 0.925], [-1.044, -0.316, -3.317], [-0.512, 0.007, -0.994], [0.672, 0.571, -1.177], [0.909, 2.257, 3.404], [0.342, 0.153, 0.390], [-4.367, 0.529, -5.346]],
  "lowdin_spin": [0.071, 0.002, 0.003, 0.105, 0.005, 0.017, 0.810, 0.065, 0.009, 0.001, 0.036, 0.073, 0.893, 0.003, 0.009, 0.007, 0.004, 0.825, 0.017, 0.007, 0.001, 0.039],
  "gap_ev": [9.509, 3.493],
  "multiplicity": 4,
  "e_tot_ha": -1470.5377,
  "charge": 2,
  "de_lowest_kcal_mol": 18.3
}



{
  "formula": "C6H6ClN2",
  "method": "the ωB97M-V functional and the def2-TZVPD basis",
  "elements": ["C", "C", "N", "H", "H", "N", "Cl", "C", "C", "H", "C", "H", "H", "H", "C"],
  "positions_angstrom": [[-0.819, -0.712, -0.858], [0.646, -1.041, -0.506], [-1.152, -0.264, -3.197], [-0.211, 2.312, 1.746], [1.539, -1.545, 1.387], [-1.090, -0.570, -2.117], [-2.062, -1.225, 0.203], [-0.620, 1.721, -0.042], [0.704, 0.370, 1.618], [-1.119, 2.313, -0.789], [-0.084, 1.502, 1.093], [1.275, -0.551, -1.294], [1.237, 0.514, 2.498], [0.819, -2.101, -0.610], [0.936, -0.723, 0.867]],
  "atomic_forces_ev_per_a": [[1.301, 1.171, 2.901], [-1.368, -0.169, -2.243], [-0.253, -0.810, 1.136], [-0.113, 1.640, 1.042], [-0.743, 1.414, -0.701], [-0.238, 1.457, -3.312], [-0.250, -0.264, -0.224], [-0.666, -1.222, -0.842], [-0.758, -0.837, -2.875], [-0.039, -0.202, -0.120], [0.888, -1.503, -0.323], [-0.171, -0.104, 0.955], [0.296, 0.112, 1.713], [-0.121, -0.499, -0.374], [2.234, -0.184, 3.267]],
  "nbo_charge": [-0.067, -0.492, 0.210, 0.315, 0.250, 0.048, 0.119, 0.199, -0.215, 0.258, -0.311, 0.268, 0.252, 0.253, -0.086],
  "gap_ev": [6.944, 6.941],
  "e_tot_ha": -801.4562,
  "charge": 1,
  "de_lowest_kcal_mol": 44.8
}



{
  "formula": "C6H6ClN3",
  "method": "the ωB97M-V functional and the def2-TZVPD basis",
  "elements": ["C", "N", "C", "Cl", "H", "H", "C", "N", "C", "C", "H", "H", "C", "H", "H", "N"],
  "positions_angstrom": [[2.448, -0.605, -0.188], [-0.088, -0.951, 0.596], [-1.196, 1.164, 0.172], [3.180, -1.968, -0.446], [1.783, 1.261, 0.303], [0.307, -3.081, 0.382], [-1.242, -0.255, 0.290], [-1.726, -2.323, 0.275], [2.586, 0.678, -0.079], [-1.922, 1.985, -0.588], [-1.696, 2.979, -0.667], [-0.358, 1.517, 0.757], [-0.412, -2.241, 0.477], [-2.961, 1.713, -0.945], [3.532, 1.229, -0.458], [-2.235, -1.103, 0.117]],
  "atomic_forces_ev_per_a": [[-1.675, 1.999, 0.874], [2.458, 0.687, -0.850], [0.242, 0.802, -0.356], [0.246, -1.790, -0.296], [-0.447, 0.433, 0.128], [-0.800, 0.714, 0.587], [0.285, -1.426, 0.256], [0.454, -2.340, -0.456], [1.287, 0.632, -0.840], [-2.346, -2.480, 0.644], [0.641, 2.435, -0.009], [0.337, 0.606, -0.271], [-0.807, -0.027, -0.422], [1.639, -0.114, -0.073], [-1.504, -1.216, 0.709], [-0.010, 1.086, 0.375]],
  "nbo_charge": [0.172, -0.444, -0.210, 0.300, 0.281, 0.187, 0.185, -0.303, -0.467, -0.370, 0.185, 0.185, 0.078, 0.211, 0.275, -0.265],
  "gap_ev": [4.939, 4.987],
  "e_tot_ha": -856.4441,
  "de_lowest_kcal_mol": 132.2
}



{
  "formula": "C6H6ClN4O2P",
  "method": "the ωB97M-V functional and the def2-TZVPD basis",
  "elements": ["H", "H", "H", "N", "P", "C", "C", "O", "H", "O", "N", "N", "C", "C", "C", "C", "Cl", "H", "N", "H"],
  "positions_angstrom": [[-1.344, 0.420, -3.932], [-2.273, 1.547, -1.760], [-1.720, -1.782, 2.257], [0.777, 0.694, -1.340], [2.088, 0.281, -0.359], [1.050, -0.511, 2.308], [0.470, 0.224, -2.621], [-0.564, 1.799, 0.201], [-0.196, -1.139, 3.997], [-0.833, -1.771, -0.191], [-1.279, 1.356, -1.961], [-0.879, -1.480, 2.058], [0.034, -0.991, 3.035], [-0.740, 0.644, -3.010], [-0.315, -1.362, 0.835], [-0.425, 1.302, -0.890], [2.254, 1.956, 0.669], [1.099, -0.499, -3.113], [0.922, -0.838, 1.023], [1.874, 0.150, 2.795]],
  "atomic_forces_ev_per_a": [[1.068, 0.265, 1.267], [1.075, -0.162, -0.483], [-4.965, -1.972, 0.699], [-1.254, -0.028, -0.284], [-2.272, -2.297, 0.814], [2.506, 1.774, 4.597], [0.561, -0.953, -1.348], [-0.610, -0.229, 0.208], [-0.423, 0.095, 3.456], [-0.046, 0.284, -1.219], [-1.046, 0.383, 1.071], [5.757, 1.935, 0.765], [-0.763, 0.092, -4.221], [-0.607, -0.959, -1.243], [-1.324, -1.222, -0.856], [0.519, 1.248, 0.867], [0.460, 0.656, 0.643], [0.133, 0.270, -0.126], [2.499, 2.463, -3.208], [-1.269, -1.643, -1.399]],
  "nbo_charge": [0.238, 0.434, 0.397, -0.786, 1.214, -0.079, -0.078, -0.620, 0.207, -0.693, -0.599, -0.568, -0.120, -0.062, 0.719, 0.777, -0.213, 0.229, -0.620, 0.223],
  "gap_ev": 7.559,
  "e_tot_ha": -1403.3049,
  "smiles": "O=c1[nH]ccn1P(Cl)n1cc[nH]c1=O",
  "de_lowest_kcal_mol": 24.1
}



{
  "formula": "C6H6ClO4S2",
  "method": "the ωB97M-V functional and the def2-TZVPD basis",
  "elements": ["Cl", "S", "H", "S", "O", "H", "O", "H", "C", "O", "H", "C", "H", "C", "C", "C", "H", "C", "O"],
  "positions_angstrom": [[4.959, 1.451, -1.508], [-2.569, 1.794, 0.431], [-0.761, 3.250, 1.114], [3.969, 1.138, 0.399], [5.429, -1.485, 1.430], [0.032, -1.816, 0.446], [4.433, -2.474, -0.312], [1.117, 1.541, 0.673], [0.452, -1.165, -0.185], [2.814, 2.035, 0.608], [1.515, -1.182, 0.011], [-0.007, 0.175, -0.031], [-3.691, -0.202, 0.249], [4.767, -1.770, 0.523], [-2.669, 0.167, 0.331], [-0.959, 2.370, 0.452], [0.562, -1.657, -1.107], [0.010, 1.366, 0.452], [3.426, -0.245, 0.175]],
  "atomic_forces_ev_per_a": [[-0.067, 0.366, -0.716], [-0.775, -0.339, 0.248], [-0.539, -0.670, -0.964], [-1.093, -0.722, 1.539], [0.506, 1.523, 1.593], [-1.759, -2.367, 2.655], [-1.584, -1.584, -2.631], [-0.786, 0.240, -0.259], [1.801, 1.456, -1.000], [1.061, 0.147, -0.644], [0.719, 0.682, 0.803], [-1.027, -1.036, -0.020], [-0.068, 0.283, -0.167], [1.321, -0.575, 0.918], [2.077, 1.077, -0.294], [-0.383, 0.766, 1.671], [-0.853, 0.013, -2.028], [1.131, -0.195, -0.783], [0.317, 0.935, 0.078]],
  "nbo_charge": [-0.446, 0.567, 0.229, 1.586, -0.586, 0.228, -0.565, 0.375, -0.755, -0.971, 0.322, 0.358, 0.178, 1.049, -0.735, -0.674, 0.229, -0.380, -1.009],
  "gap_ev": 7.281,
  "e_tot_ha": -1789.6355,
  "charge": -1,
  "de_lowest_kcal_mol": 0.0
}



{
  "formula": "C6H6EuO5S",
  "method": "the ωB97M-V functional and the def2-TZVPD basis",
  "elements": ["H", "O", "S", "O", "H", "O", "H", "C", "C", "C", "H", "C", "C", "H", "C", "Eu", "H", "O", "O"],
  "positions_angstrom": [[2.743, 4.399, 2.570], [-1.578, -2.350, -2.311], [1.560, 2.947, 1.151], [0.918, 1.573, 1.500], [3.816, 2.220, 0.840], [-3.264, -0.638, 2.561], [2.782, 1.658, -0.518], [-1.135, -1.776, -1.422], [3.001, 2.488, 0.159], [2.040, -1.792, -0.152], [3.279, 3.379, -0.411], [2.444, 3.353, 2.654], [-0.358, 1.132, -1.523], [1.770, 3.219, 3.507], [-2.361, -0.621, 1.853], [0.025, -0.343, 0.596], [3.328, 2.704, 2.740], [2.978, -2.442, -0.289], [-0.390, 2.030, -2.238]],
  "atomic_forces_ev_per_a": [[-0.010, 0.081, 0.022], [1.720, 2.276, 3.507], [1.157, 0.476, 0.126], [-1.234, -2.716, -1.140], [-0.174, -0.026, -0.260], [3.549, 0.017, -2.947], [-0.182, 0.275, -0.006], [-1.817, -2.508, -3.558], [0.232, 0.286, 0.069], [4.567, -3.167, -0.540], [0.033, -0.122, -0.067], [0.061, -0.048, 0.377], [-0.021, 4.246, -2.955], [0.012, 0.168, -0.211], [-3.648, -0.035, 3.088], [0.078, 1.586, 1.343], [-0.389, 0.200, 0.035], [-3.964, 2.729, 0.440], [0.031, -3.717, 2.677]],
  "lowdin_spin": [0.000, 0.000, -0.041, -0.126, -0.001, 0.000, 0.000, -0.007, -0.006, -0.009, 0.000, -0.012, -0.009, 0.000, -0.008, 6.220, -0.001, 0.001, 0.001],
  "gap_ev": [5.321, 8.622],
  "multiplicity": 7,
  "e_tot_ha": -1715.7350,
  "charge": 3
}